1.
ORCA calculation (the ωB97M-V functional and the def2-TZVPD basis) on a molecular structure, C16H33N4Se2TcTe.

Results
2S+1: 4
Net charge: +3
HOMO energy (spin up / spin down), eV: -16.46 / -16.65
⟨S²⟩: 3.774
ΔE to the lowest compared entry with this formula, charge and spin, eV: 0.4719
F_max, hartree/bohr: 0.0079
Frontier orbital gap (spin up / spin down), Ha: 0.2812 / 0.2135

CARTESIAN COORDINATES (ANGSTROEM)
Tc  1.20556  -0.32402  0.17568
N  1.37575  0.25542  2.25539
C  1.66457  1.73032  2.35245
C  1.07493  2.44570  1.15362
N  1.52591  1.78219  -0.10538
C  2.97006  2.12064  -0.36991
C  3.78666  0.93362  -0.84206
N  3.41099  -0.26489  -0.03895
C  0.66812  2.17380  -1.26565
C  0.98014  1.26788  -2.44013
N  0.97463  -0.17520  -1.99462
H  2.07355  -0.25597  2.79499
H  0.48757  0.05414  2.71412
H  1.25510  2.14152  3.27460
H  2.74574  1.84969  2.40914
H  -0.01037  2.38424  1.17009
H  1.35301  3.50295  1.15910
H  3.02350  2.93301  -1.09650
H  3.40109  2.50573  0.55261
H  3.61332  0.69495  -1.88865
H  4.84895  1.15699  -0.73720
H  3.83549  -1.09018  -0.45486
H  3.85023  -0.19722  0.87921
H  -0.37202  2.07217  -0.95777
H  0.84117  3.21930  -1.53381
H  0.25682  1.42215  -3.23947
H  1.95969  1.48780  -2.85782
H  0.06942  -0.58318  -2.21691
H  1.65094  -0.69691  -2.54906
C  -4.22094  -3.55337  0.18646
Se  -2.41228  -3.22648  -0.43820
C  -1.45782  -3.83761  1.14995
C  -0.04203  -4.27075  0.83372
Se  1.30888  -2.83782  0.63639
C  2.52216  -3.82996  -0.51928
H  -4.40152  -3.02593  1.11919
H  -4.32350  -4.62935  0.31347
H  -4.89129  -3.20150  -0.59304
H  -2.02342  -4.69581  1.51548
H  -1.49739  -3.06298  1.91511
H  0.01751  -4.86132  -0.07945
H  0.36119  -4.86098  1.65542
H  2.78522  -4.74637  0.00291
H  3.42511  -3.24744  -0.67822
H  2.03652  -4.04722  -1.46636
Te  -1.49593  -0.42974  0.38630
C  -2.66968  1.28647  0.03408
C  -3.53674  1.26930  -1.05412
C  -4.37915  2.35504  -1.25899
C  -4.34678  3.43823  -0.39217
C  -3.48366  3.44000  0.69515
C  -2.64507  2.35592  0.92310
H  -3.56289  0.43266  -1.74050
H  -5.06319  2.35003  -2.09700
H  -5.01054  4.27689  -0.55257
H  -3.47904  4.27386  1.38440
H  -2.03433  2.33959  1.81652

Cartesian forces (eV/Å) of the 2 atoms listed first:
-0.2 0.0 -0.3
0.1 0.1 0.1



2.
ORCA calculation (the ωB97M-V functional and the def2-TZVPD basis) on a molecular structure, C36H32Cl2LaN6O4Si.

Results
Net charge: +1
HOMO energy (spin up / spin down), eV: -6.69 / -6.74
ΔE to the lowest compared entry with this formula, charge and spin, eV: 1.0029
F_max, hartree/bohr: 0.0478
Frontier orbital gap (spin up / spin down), Ha: 0.1599 / 0.1619

CARTESIAN COORDINATES (ANGSTROEM)
La  0.02382  1.35579  -0.77024
O  2.65599  4.93634  -1.90489
C  2.12417  3.71895  -1.59451
O  1.06045  3.65893  -0.87140
C  2.77905  2.59099  -2.10074
C  3.84560  2.68183  -3.01846
C  4.47253  1.54334  -3.46292
C  4.08691  0.29573  -2.90650
C  3.06153  0.25340  -1.99951
N  2.31673  1.35296  -1.62461
C  2.78894  -0.99902  -1.28920
O  3.26072  -2.09222  -1.52377
O  1.90389  -0.80752  -0.26607
H  2.10594  5.61877  -1.51062
H  4.15307  3.66320  -3.35085
H  5.27557  1.59666  -4.18394
H  4.60828  -0.62007  -3.14551
C  -2.95840  3.34414  -0.12580
N  -1.55815  3.55496  0.23338
C  -1.32246  3.63452  1.66898
C  -1.49338  2.25775  2.23346
N  -1.53024  1.17484  1.48506
C  -1.84738  0.12853  2.35697
C  -2.10782  -1.21667  2.11207
C  -2.35939  -2.02853  3.19931
C  -2.37710  -1.52445  4.50618
C  -2.18123  -0.18260  4.76244
C  -1.93854  0.62954  3.66227
N  -1.72460  1.99146  3.53792
C  -3.03422  2.77268  -1.50351
N  -2.07366  2.07406  -2.06634
C  -2.53478  1.76189  -3.35024
C  -1.90708  1.12269  -4.41835
C  -2.63278  0.96078  -5.58263
C  -3.94374  1.43713  -5.70410
C  -4.56328  2.11430  -4.67362
C  -3.83307  2.27005  -3.50351
N  -4.10701  2.91714  -2.31197
H  -3.56401  4.25540  -0.06081
H  -3.38351  2.61654  0.56905
H  -1.18437  4.37727  -0.22747
H  -2.00041  4.33075  2.17995
H  -0.29969  3.98176  1.83002
H  -2.11373  -1.60648  1.10552
H  -2.53787  -3.08335  3.03541
H  -2.56883  -2.20265  5.32658
H  -2.22088  0.21778  5.76698
H  -1.74213  2.65645  4.29331
H  -0.88006  0.79592  -4.35456
H  -2.17273  0.47377  -6.43202
H  -4.47203  1.28947  -6.63615
H  -5.56034  2.51985  -4.78394
H  -4.96043  3.39774  -2.08252
Cl  -1.88665  -2.85658  -1.30754
C  -1.32019  -2.09654  -2.79399
Cl  -0.00989  -0.92432  -2.47703
H  -2.14674  -1.56638  -3.25377
H  -0.91729  -2.86199  -3.44594
C  0.54083  -6.35819  0.61318
C  1.04767  -5.71410  -0.50631
C  1.44379  -4.38654  -0.43061
C  1.32458  -3.68397  0.76728
C  0.82534  -4.35034  1.89182
C  0.44135  -5.67873  1.82014
Si  1.54885  -1.85123  1.00382
C  2.54355  -1.36242  2.50443
C  3.73757  -1.98000  2.87713
C  4.36032  -1.65495  4.07285
C  3.79238  -0.71426  4.92062
C  2.61472  -0.07622  4.55736
C  1.99855  -0.40008  3.35929
H  0.23387  -7.39424  0.54771
H  1.14086  -6.25435  -1.43991
H  1.87300  -3.89505  -1.29531
H  0.74986  -3.81438  2.83468
H  0.06470  -6.18066  2.70223
H  0.18495  -1.31785  1.21746
H  4.18945  -2.72052  2.22649
H  5.28515  -2.14381  4.34984
H  4.26343  -0.48442  5.86749
H  2.16911  0.66176  5.21291
H  1.07301  0.09783  3.08004

Cartesian forces (eV/Å) of the 2 atoms listed first:
1.8 1.3 1.0
-0.1 0.3 0.1



3.
ORCA calculation (the ωB97M-V functional and the def2-TZVPD basis) on 4 unconnected molecules or ions with the total composition CH10NO3.

Results
Net charge: +1
HOMO energy, eV: -14.66
ΔE to the lowest compared entry with this formula, charge and spin, eV: 0.5141
F_max, hartree/bohr: 0.0775
Frontier orbital gap, Ha: 0.3581

CARTESIAN COORDINATES (ANGSTROEM)
C  0.41205  1.16808  -3.44052
N  0.04848  0.77328  -2.28369
H  0.71834  2.18559  -3.49112
H  0.99390  0.45678  -4.09402
H  -0.19437  1.60120  -1.69247
H  -0.00289  -0.23913  -1.82131
H  -0.00673  -1.08922  2.52588
H  -1.42390  -1.72574  2.49854
O  -0.72882  -1.37110  1.94160
H  0.17042  1.63187  3.69590
H  1.13023  0.68584  4.36810
O  0.40457  0.69441  3.72962
H  -0.50158  -1.33101  0.11819
H  -0.72472  -2.12695  -1.21626
O  -0.29498  -1.31392  -0.83845

Cartesian forces (eV/Å) of the 2 atoms listed first:
3.3 -2.1 0.8
-0.6 1.3 0.1